# 1
Computed, not measured: a gas-phase ion, CH4S2 (charge +1) in a non-equilibrium geometry, with the ωB97M-V functional and the def2-TZVPD basis.

```
7
Properties=species:S:1:pos:R:3:forces:R:3
C 0.26829 -0.78692 0.49635 -0.4 -0.6 -0.8
S -1.11854 -0.17288 -0.48922 0.4 2.1 0.4
S -0.87115 1.93434 -0.66369 -0.5 -1.9 -0.3
H 0.45279 -1.78715 0.09299 0.3 0.1 -0.2
H -0.15228 -1.01074 1.47752 0.1 0.6 0.3
H 1.13230 -0.13110 0.45333 0.0 -0.1 0.2
H 0.28859 1.95444 -1.36727 0.1 -0.2 0.4
```
Forces are in eV/Å.

As for the net charge: +1. The value obtained for the LUMO energy (alpha / beta) is -5.73 / -8.99 eV. Its spin multiplicity is 2. The HOMO energy (alpha / beta) comes out at -16.0 / -16.0 eV. Its energy above the lowest of the compared OMol25 structures with the same formula, charge and spin is 63.25 kJ/mol. The calculation puts the frontier orbital gap (alpha / beta) at 10.280 / 7.009 eV.

The Löwdin scheme yields these atomic charges, measured in e: number 1, C, carries -0.3573; number 2, S, carries 0.7168; number 3, S, carries 0.5628; number 4, H, carries 0.0624; number 5, H, carries 0.0700; number 6, H, carries 0.0610; number 7, H, carries -0.1157

---

# 2
Computed, not measured: 2 unconnected molecules or ions with the total composition CH4S3 in a non-equilibrium geometry, with the ωB97M-V functional and the def2-TZVPD basis.

```
8
Properties=species:S:1:pos:R:3:forces:R:3
C -0.09797 -0.00409 0.08478 0.3 -0.4 0.0
S -0.01732 -1.59142 0.89271 -3.2 0.1 -1.8
S 0.37327 1.34543 1.03919 0.6 0.6 1.0
S -1.47615 0.29469 -0.91799 -0.8 -3.1 -0.3
H 1.72377 0.21680 -1.69499 -0.2 -0.1 0.2
H 1.08883 -1.42822 1.42302 3.3 0.5 1.5
H 0.13311 2.32147 0.15817 0.0 0.0 -0.2
H -1.72753 -1.15465 -0.98488 0.1 2.5 -0.4
```
Forces are in eV/Å.

The value obtained for the LUMO energy (alpha / beta) is -0.23 / -0.46 eV. The HOMO energy (alpha / beta) comes out at -9.5 / -7.2 eV. Its energy above the lowest of the compared OMol25 structures with the same formula, charge and spin is 463.63 kJ/mol. The calculation puts the frontier orbital gap (alpha / beta) at 9.315 / 6.742 eV.

The Löwdin scheme yields these atomic charges, measured in e: number 1, C, carries -1.6178; number 2, S, carries 0.6804; number 3, S, carries 0.6268; number 4, S, carries 0.6033; number 5, H, carries 0.1045; number 6, H, carries -0.2077; number 7, H, carries -0.1304; number 8, H, carries -0.0591

---

# 3
Computed, not measured: 3 unconnected molecules or ions with the total composition CH4Se in a non-equilibrium geometry, with the ωB97M-V functional and the def2-TZVPD basis.

```
6
Properties=species:S:1:pos:R:3:forces:R:3
C -0.85413 0.98489 0.06117 -0.7 0.4 -1.8
Se -0.18425 0.07962 1.36313 -0.3 -2.3 1.5
H 0.98754 -0.71478 -0.88509 1.7 -0.7 -3.4
H 1.38330 -0.86613 -1.68564 -1.5 0.6 3.2
H -0.01110 1.54064 -0.37530 -0.1 0.6 0.4
H -1.32136 -1.02423 1.52172 1.0 1.5 0.1
```
Forces are in eV/Å.

The value obtained for the LUMO energy is -0.45 eV. The HOMO energy comes out at -8.8 eV. Its energy above the lowest of the compared OMol25 structures with the same formula, charge and spin is 428.18 kJ/mol. The calculation puts the frontier orbital gap at 8.375 eV.

The Löwdin scheme yields these atomic charges, measured in e: number 1, C, carries -0.5508; number 2, Se, carries 0.7075; number 3, H, carries -0.0383; number 4, H, carries 0.0616; number 5, H, carries -0.1000; number 6, H, carries -0.0800

---

# 4
Computed, not measured: a single CH5BO molecule in a non-equilibrium geometry, with the ωB97M-V functional and the def2-TZVPD basis.

```
8
Properties=species:S:1:pos:R:3:forces:R:3
B 0.29109 -0.40335 0.86128 -2.7 2.4 -1.8
C -0.12061 0.76373 -0.30138 -0.8 0.0 2.5
O -0.47719 -0.65443 -0.64460 2.3 -0.5 -3.1
H 1.30801 -0.82430 1.00589 2.3 -0.7 -0.3
H -0.50500 -0.69629 1.68333 -0.3 0.2 0.1
H 0.45827 1.45439 -0.93105 0.6 -1.4 -0.3
H -1.07087 1.31982 -0.22531 0.2 -0.7 0.4
H 0.11631 -0.95956 -1.44816 -1.6 0.7 2.5
```
Forces are in eV/Å.

The value obtained for the LUMO energy is 0.47 eV. The HOMO energy comes out at -10.1 eV. Its energy above the lowest of the compared OMol25 structures with the same formula, charge and spin is 320.22 kJ/mol. The calculation puts the frontier orbital gap at 10.609 eV.

The Löwdin scheme yields these atomic charges, measured in e: number 1, B, carries -0.1585; number 2, C, carries -0.1137; number 3, O, carries -0.0957; number 4, H, carries -0.0042; number 5, H, carries 0.0304; number 6, H, carries 0.0788; number 7, H, carries 0.0758; number 8, H, carries 0.1872

---

# 5
Computed, not measured: a molecular structure, CH5BO in a non-equilibrium geometry, with the ωB97M-V functional and the def2-TZVPD basis.

```
8
Properties=species:S:1:pos:R:3:forces:R:3
B 0.32178 -0.65763 0.77238 -1.9 0.1 2.1
C -0.55527 0.69376 -0.65916 1.7 1.5 1.2
O 0.94415 -1.65157 0.20195 2.7 -4.0 -0.9
H 0.33883 -0.42442 1.93771 -0.1 1.4 -0.2
H -1.33990 0.13315 -0.96599 -2.1 -2.1 -0.8
H 0.13268 0.96790 -1.43233 0.6 0.3 0.0
H -0.83018 1.36324 0.14181 0.4 0.3 0.1
H 1.41645 -2.40359 0.72538 -1.3 2.5 -1.4
```
Forces are in eV/Å.

The value obtained for the LUMO energy (alpha / beta) is 0.65 / -2.58 eV. Its spin multiplicity is 3. The HOMO energy (alpha / beta) comes out at -4.4 / -12.1 eV. Its energy above the lowest of the compared OMol25 structures with the same formula, charge and spin is 0.00 kJ/mol. The calculation puts the frontier orbital gap (alpha / beta) at 5.016 / 9.477 eV.

The Löwdin scheme yields these atomic charges, measured in e: number 1, B, carries -0.3747; number 2, C, carries 0.1206; number 3, O, carries 0.0023; number 4, H, carries 0.0238; number 5, H, carries -0.0101; number 6, H, carries 0.0376; number 7, H, carries 0.0354; number 8, H, carries 0.1651

---

# 6
Computed, not measured: a single CH5BO3 molecule in a non-equilibrium geometry, with the ωB97M-V functional and the def2-TZVPD basis.

```
10
Properties=species:S:1:pos:R:3:forces:R:3
B 0.21261 0.57487 -0.43647 0.9 2.6 -5.5
C -0.28902 -1.12337 1.06376 1.1 -3.2 1.4
O 0.99081 1.43278 0.26390 -1.0 -1.8 0.6
O 0.03362 1.04170 -2.21145 -0.8 -1.6 4.6
O -0.34079 -0.56966 -0.23707 -1.2 -1.5 1.2
H 0.84294 -1.36231 1.32483 -2.4 0.3 -0.4
H -0.93419 -2.11032 1.10436 1.6 1.9 -0.4
H -0.70981 -0.53188 1.87897 0.1 0.6 -0.4
H 0.98351 2.13441 -0.35302 0.6 2.0 -1.0
H -0.78969 0.51377 -2.39780 1.2 0.8 0.0
```
Forces are in eV/Å.

Its SMILES is COB(O)O. The value obtained for the LUMO energy is 0.45 eV. The HOMO energy comes out at -10.2 eV. Its energy above the lowest of the compared OMol25 structures with the same formula, charge and spin is 181.13 kJ/mol. The calculation puts the frontier orbital gap at 10.691 eV.

Atomic partial charges in e from the Löwdin method, atoms 1 to 8: number 1, B, carries -0.5667; number 2, C, carries -0.0637; number 3, O, carries 0.2289; number 4, O, carries -0.1507; number 5, O, carries 0.0879; number 6, H, carries 0.1388; number 7, H, carries 0.1277; number 8, H, carries 0.0852

---

# 7
Computed, not measured: 2 unconnected molecules or ions with the total composition CH5BO3S in a non-equilibrium geometry, with the ωB97M-V functional and the def2-TZVPD basis.

```
11
Properties=species:S:1:pos:R:3:forces:R:3
B -0.61883 0.69733 -1.07846 0.1 0.9 -0.3
C 0.30485 -1.61271 2.13898 1.5 -0.6 3.5
O -0.43770 -0.64866 -1.46060 0.7 0.6 -2.3
O -0.77712 1.75590 -1.97305 0.2 -2.0 -0.8
O -0.62498 1.06665 0.23879 0.1 -1.9 1.4
S 1.62243 -1.41829 1.14254 -0.4 0.6 -2.6
H 0.69912 -1.79072 3.26210 -1.9 0.4 -2.3
H -0.52845 0.32119 0.91779 -0.1 1.5 -1.4
H -0.15055 -0.83075 -2.43695 -1.0 0.9 2.7
H -0.62124 2.65127 -1.69922 0.0 0.2 0.7
H 0.94838 -1.03964 -0.07014 0.9 -0.6 1.4
```
Forces are in eV/Å.

The value obtained for the LUMO energy (alpha / beta) is 0.31 / -1.57 eV. Its spin multiplicity is 3. The HOMO energy (alpha / beta) comes out at -7.5 / -10.7 eV. The calculation puts the frontier orbital gap (alpha / beta) at 7.791 / 9.124 eV.

Atomic partial charges in e from the Löwdin method, atoms 1 to 8: number 1, B, carries -0.8272; number 2, C, carries -0.4661; number 3, O, carries 0.0763; number 4, O, carries 0.1601; number 5, O, carries 0.1411; number 6, S, carries 0.6414; number 7, H, carries 0.0162; number 8, H, carries 0.0826

---

# 8
Computed, not measured: a single CH5BOS molecule in a non-equilibrium geometry, with the ωB97M-V functional and the def2-TZVPD basis.

```
9
Properties=species:S:1:pos:R:3:forces:R:3
B -0.83844 0.08274 -0.60652 -1.5 -3.2 1.2
C 0.15060 -0.53150 0.43085 -1.0 3.7 4.3
O -0.57561 1.14312 -1.30254 1.1 2.1 -1.1
S 1.45106 0.69030 1.00389 0.8 -0.3 -0.1
H -1.86389 -0.60198 -0.66010 0.3 0.7 -0.5
H 0.73016 -1.31871 0.21387 1.5 -3.3 -1.4
H -0.32096 -0.73245 1.48178 0.1 -0.1 -2.3
H -1.12658 1.48973 -2.00402 -0.4 -0.2 0.1
H 2.39367 -0.22124 1.44280 -0.8 0.6 -0.3
```
Forces are in eV/Å.

Its SMILES is OBCS. The value obtained for the LUMO energy is 0.44 eV. The HOMO energy comes out at -8.7 eV. Its energy above the lowest of the compared OMol25 structures with the same formula, charge and spin is 114.88 kJ/mol. The calculation puts the frontier orbital gap at 9.095 eV.

Atomic partial charges in e from the Löwdin method, atoms 1 to 8: number 1, B, carries -0.4700; number 2, C, carries -0.4537; number 3, O, carries 0.1467; number 4, S, carries 0.6311; number 5, H, carries 0.0875; number 6, H, carries -0.0076; number 7, H, carries 0.0874; number 8, H, carries 0.1159

---

Number 1: M 80.177 Da. Number 2: M 112.244 Da. Number 3: M 95.003 Da. Number 4: M 43.862 Da. Number 5: M 43.862 Da. Number 6: M 75.860 Da. Number 7: M 107.927 Da. Number 8: M 75.929 Da.